Entry from the Open Molecules 2025 dataset: a structure of composition C50H51ClIN5O5SSe2Ti at a distorted geometry (wB97M-V/def2-TZVPD).

Its net charge is -2. The energy relative to the best compared isomer or geometry (same formula, charge and spin) comes out at 1.466 eV. As for the LUMO energy (spin up / spin down): 3.56 / 3.56 eV. The orbital gap (spin up / spin down) is 4.574 / 4.573 eV. For the HOMO energy (spin up / spin down), the calculation gives -1.0 / -1.0 eV.

Geometry (Å):
1 Ti -0.317 0.408 0.374
2 C 1.203 -5.189 -5.373
3 C 0.530 -4.319 -4.347
4 C -0.504 -3.459 -4.715
5 C -1.085 -2.605 -3.794
6 C -0.610 -2.597 -2.487
7 C 0.423 -3.433 -2.100
8 C 0.980 -4.298 -3.033
9 S -1.461 -1.592 -1.305
10 O -2.841 -1.908 -1.556
11 O -1.042 -0.190 -1.507
12 N -0.930 -1.849 0.148
13 C -1.061 -3.085 0.770
14 C -1.867 -4.109 0.306
15 C -1.962 -5.343 0.976
16 C -1.264 -5.586 2.121
17 C -0.416 -4.576 2.631
18 C 0.359 -4.770 3.799
19 C 1.193 -3.786 4.228
20 C 1.251 -2.585 3.485
21 N 0.538 -2.358 2.417
22 C -0.299 -3.328 1.970
23 H 0.528 -5.423 -6.197
24 H 1.552 -6.124 -4.933
25 H 2.068 -4.665 -5.787
26 H -0.846 -3.446 -5.743
27 H -1.894 -1.944 -4.076
28 H 0.801 -3.386 -1.086
29 H 1.799 -4.944 -2.738
30 H -2.465 -3.950 -0.579
31 H -2.617 -6.105 0.570
32 H -1.343 -6.532 2.644
33 H 0.278 -5.711 4.332
34 H 1.803 -3.904 5.115
35 H 1.924 -1.792 3.798
36 Cl 1.969 1.509 7.406
37 C 1.233 1.184 5.849
38 C -0.119 1.186 5.737
39 C -0.755 0.927 4.501
40 I -2.822 1.150 4.471
41 C -0.029 0.664 3.352
42 O -0.530 0.376 2.194
43 C 1.411 0.673 3.492
44 N 2.096 0.417 2.365
45 C 3.397 0.381 2.395
46 C 4.133 0.599 3.581
47 C 3.461 0.872 4.735
48 C 2.050 0.920 4.723
49 H -0.724 1.396 6.609
50 H 3.882 0.173 1.444
51 H 5.214 0.558 3.562
52 H 3.991 1.058 5.660
53 C -0.644 3.670 3.114
54 C 0.747 3.694 2.529
55 C 1.717 4.334 3.296
56 C 3.019 4.474 2.848
57 C 3.327 4.009 1.582
58 C 2.385 3.363 0.784
59 C 2.771 3.006 -0.612
60 C 1.090 3.132 1.277
61 N 0.103 2.424 0.528
62 C -1.020 3.225 0.237
63 C -0.875 4.697 -0.063
64 C -2.224 2.638 0.142
65 C -3.455 3.519 0.082
66 N -2.315 1.254 0.254
67 C -3.514 0.680 -0.227
68 C -4.213 -0.299 0.503
69 C -3.657 -0.974 1.727
70 C -5.446 -0.755 0.047
71 C -5.993 -0.314 -1.143
72 C -5.249 0.558 -1.923
73 C -4.014 1.035 -1.505
74 C -3.219 1.850 -2.499
75 H -0.597 3.450 4.182
76 H -1.297 2.949 2.632
77 H -1.108 4.656 3.005
78 H 1.431 4.723 4.269
79 H 3.768 4.964 3.460
80 H 4.321 4.162 1.173
81 H 3.166 1.991 -0.654
82 H 3.537 3.695 -0.976
83 H 1.914 3.026 -1.291
84 H 0.167 5.009 0.004
85 H -1.458 5.332 0.613
86 H -1.208 4.905 -1.084
87 H -3.459 4.194 0.945
88 H -4.374 2.938 0.109
89 H -3.477 4.146 -0.812
90 H -2.680 -0.599 2.005
91 H -3.569 -2.046 1.529
92 H -4.323 -0.853 2.584
93 H -5.970 -1.497 0.644
94 H -6.956 -0.680 -1.482
95 H -5.612 0.855 -2.903
96 H -3.260 1.360 -3.473
97 H -2.168 1.951 -2.244
98 H -3.634 2.853 -2.628
99 O 3.681 2.104 -4.621
100 C 3.588 1.241 -3.502
101 C 2.490 0.180 -3.635
102 C 2.955 -0.703 -4.812
103 O 1.996 -1.652 -5.286
104 C 2.533 -0.757 -2.408
105 Se 1.927 -0.477 -0.526
106 C 1.106 0.790 -3.971
107 Se 0.763 2.699 -3.526
108 H 2.860 2.653 -4.558
109 H 3.406 1.810 -2.597
110 H 4.558 0.736 -3.406
111 H 3.867 -1.240 -4.512
112 H 3.203 -0.049 -5.648
113 H 1.376 -1.828 -4.570
114 H 3.588 -0.964 -2.213
115 H 2.082 -1.714 -2.674
116 H 0.330 0.203 -3.481
117 H 0.950 0.702 -5.045

These are the Mulliken partial charges, in e, on atoms 1 to 8: Ti -0.52; C -1.73; C 1.07; C -0.95; C -0.72; C 0.50; C -0.86; C -0.38

Entry from the Open Molecules 2025 dataset: a structure of composition C50H51NaO3P3S2 (wB97M-V/def2-TZVPD).

Its net charge is -1. The energy relative to the best compared isomer or geometry (same formula, charge and spin) comes out at 0.000 eV. As for the LUMO energy: 2.09 eV. The orbital gap is 6.433 eV. For the HOMO energy, the calculation gives -4.3 eV.

Geometry (Å):
1 Na 0.972 -0.330 1.985
2 C 0.622 -1.893 4.106
3 C 1.842 -1.184 4.126
4 C 1.549 0.184 4.337
5 C 0.145 0.311 4.451
6 C -0.424 -0.969 4.308
7 H 0.512 -2.968 4.044
8 H 2.832 -1.617 4.056
9 H 2.276 0.974 4.473
10 H -0.395 1.211 4.702
11 H -1.474 -1.205 4.407
12 C -3.260 -0.208 -4.362
13 C -3.604 -0.153 -2.863
14 C -5.131 -0.068 -2.689
15 C -2.968 1.077 -2.241
16 C -3.258 2.334 -2.761
17 C -2.725 3.486 -2.214
18 C -1.887 3.386 -1.116
19 C -1.569 2.155 -0.557
20 P -0.451 2.056 0.917
21 C 0.677 3.453 0.504
22 C 1.807 3.111 -0.233
23 C 2.687 4.088 -0.680
24 C 2.458 5.419 -0.365
25 C 1.346 5.769 0.394
26 C 0.459 4.794 0.823
27 C -1.531 2.846 2.179
28 C -2.914 2.932 2.063
29 C -3.678 3.500 3.077
30 C -3.066 3.998 4.215
31 C -1.684 3.911 4.345
32 C -0.928 3.330 3.342
33 C -2.116 1.005 -1.142
34 O -1.761 -0.189 -0.574
35 C -2.213 -1.372 -1.105
36 C -1.744 -2.541 -0.496
37 C -2.216 -3.760 -0.964
38 C -3.104 -3.829 -2.023
39 C -3.525 -2.657 -2.624
40 C -3.095 -1.410 -2.182
41 P -0.519 -2.478 0.885
42 C -1.373 -3.682 1.989
43 C -0.991 -5.004 2.185
44 C -1.716 -5.829 3.038
45 C -2.834 -5.345 3.699
46 C -3.226 -4.025 3.505
47 C -2.497 -3.203 2.663
48 C 0.852 -3.484 0.206
49 C 1.009 -3.795 -1.139
50 C 2.179 -4.389 -1.592
51 C 3.193 -4.703 -0.702
52 C 3.037 -4.417 0.647
53 C 1.882 -3.799 1.095
54 H -3.646 0.669 -4.883
55 H -3.696 -1.091 -4.829
56 H -2.180 -0.242 -4.502
57 H -5.524 0.834 -3.160
58 H -5.393 -0.043 -1.630
59 H -5.621 -0.931 -3.143
60 H -3.918 2.412 -3.615
61 H -2.956 4.453 -2.640
62 H -1.461 4.283 -0.689
63 H 2.000 2.071 -0.463
64 H 3.549 3.786 -1.260
65 H 3.146 6.185 -0.702
66 H 1.167 6.806 0.650
67 H -0.405 5.084 1.409
68 H -3.406 2.556 1.174
69 H -4.754 3.555 2.970
70 H -3.660 4.443 5.003
71 H -1.197 4.282 5.238
72 H 0.146 3.245 3.460
73 H -1.868 -4.670 -0.490
74 H -3.459 -4.786 -2.381
75 H -4.217 -2.710 -3.456
76 H -0.120 -5.396 1.675
77 H -1.402 -6.855 3.184
78 H -3.393 -5.987 4.367
79 H -4.092 -3.634 4.025
80 H -2.794 -2.169 2.529
81 H 0.240 -3.529 -1.853
82 H 2.309 -4.578 -2.650
83 H 4.113 -5.143 -1.063
84 H 3.835 -4.635 1.346
85 H 1.792 -3.518 2.139
86 C 6.858 1.513 -1.081
87 C 5.590 0.997 -0.430
88 C 5.308 1.633 0.917
89 O 4.503 1.298 -1.324
90 P 3.544 0.077 -1.779
91 S 4.489 -1.209 -2.913
92 S 2.599 -0.627 -0.183
93 O 2.557 1.027 -2.637
94 C 1.744 0.537 -3.707
95 C 0.995 1.748 -4.232
96 C 0.802 -0.561 -3.256
97 H 7.728 1.260 -0.470
98 H 6.812 2.599 -1.188
99 H 6.977 1.066 -2.067
100 H 5.666 -0.088 -0.317
101 H 4.345 1.294 1.297
102 H 5.288 2.721 0.828
103 H 6.085 1.354 1.632
104 H 2.417 0.142 -4.476
105 H 0.361 2.163 -3.443
106 H 0.361 1.462 -5.075
107 H 1.690 2.520 -4.560
108 H 0.172 -0.206 -2.440
109 H 1.353 -1.431 -2.901
110 H 0.171 -0.863 -4.097

These are the Mulliken partial charges, in e, on atoms 1 to 8: Na 0.33; C -0.54; C -1.42; C -0.91; C -0.27; C -0.48; H 0.75; H 0.43

Entry from the Open Molecules 2025 dataset: a structure of composition C50H52AsGeO3P2Ti (wB97M-V/def2-TZVPD).

Its net charge is -1. The energy relative to the best compared isomer or geometry (same formula, charge and spin) comes out at 0.000 eV. As for the spin multiplicity: 3. As for the LUMO energy (spin up / spin down): 2.41 / 2.40 eV. The orbital gap (spin up / spin down) is 5.949 / 6.095 eV. For the HOMO energy (spin up / spin down), the calculation gives -3.5 / -3.7 eV.

Geometry (Å):
1 Ti -0.020 -1.666 -0.203
2 O 0.000 2.047 0.619
3 C 1.277 2.487 0.338
4 C 1.772 3.629 0.959
5 C 3.090 4.010 0.762
6 C 3.919 3.212 -0.009
7 C 3.422 2.045 -0.562
8 C 2.087 1.664 -0.437
9 P 1.468 0.066 -1.174
10 C 2.170 -0.358 -2.833
11 C 1.650 -1.466 -3.497
12 C 2.111 -1.845 -4.746
13 C 3.099 -1.105 -5.381
14 C 3.620 0.009 -4.742
15 C 3.167 0.368 -3.479
16 C 3.161 -0.816 -0.270
17 C 3.297 -0.552 1.093
18 C 4.233 -1.186 1.894
19 C 5.076 -2.144 1.342
20 C 4.965 -2.434 -0.010
21 C 4.027 -1.774 -0.797
22 C -1.139 2.719 0.225
23 C -1.380 4.057 0.490
24 C -2.626 4.593 0.178
25 C -3.617 3.790 -0.360
26 C -3.354 2.451 -0.610
27 C -2.104 1.911 -0.354
28 P -1.653 0.180 -0.764
29 C -2.684 -0.492 -2.133
30 C -3.110 0.271 -3.215
31 C -3.801 -0.302 -4.270
32 C -4.060 -1.667 -4.272
33 C -3.636 -2.441 -3.204
34 C -2.969 -1.853 -2.137
35 C -3.207 -0.291 0.606
36 C -4.466 -0.867 0.453
37 C -5.379 -0.951 1.502
38 C -5.063 -0.433 2.747
39 C -3.820 0.167 2.927
40 C -2.921 0.216 1.875
41 H 1.140 4.181 1.636
42 H 3.471 4.899 1.244
43 H 4.961 3.471 -0.143
44 H 4.108 1.378 -1.060
45 H 0.856 -2.059 -3.036
46 H 1.689 -2.717 -5.228
47 H 3.450 -1.389 -6.364
48 H 4.381 0.609 -5.227
49 H 3.590 1.244 -3.018
50 H 2.653 0.213 1.542
51 H 4.310 -0.936 2.949
52 H 5.811 -2.650 1.955
53 H 5.614 -3.177 -0.458
54 H 3.971 -2.031 -1.850
55 H -0.629 4.680 0.945
56 H -2.821 5.637 0.384
57 H -4.594 4.201 -0.579
58 H -4.134 1.813 -1.006
59 H -2.881 1.323 -3.239
60 H -4.121 0.315 -5.100
61 H -4.586 -2.121 -5.103
62 H -3.828 -3.507 -3.192
63 H -2.676 -2.475 -1.288
64 H -4.769 -1.259 -0.514
65 H -6.348 -1.410 1.340
66 H -5.775 -0.481 3.561
67 H -3.561 0.597 3.888
68 H -1.955 0.706 2.036
69 C -1.459 3.789 -3.135
70 Ge -0.027 2.424 -3.156
71 C 1.566 3.561 -2.935
72 C 0.039 1.806 -5.030
73 C -0.169 0.825 -2.039
74 H -1.329 4.405 -4.025
75 H -1.375 4.430 -2.259
76 H -2.463 3.386 -3.148
77 H 1.546 4.281 -3.754
78 H 2.498 3.006 -2.986
79 H 1.549 4.107 -1.993
80 H 0.177 2.646 -5.710
81 H -0.887 1.295 -5.292
82 H 0.861 1.104 -5.170
83 H -0.297 0.087 -2.854
84 O 1.121 -3.370 -0.676
85 C 0.166 -4.142 -0.421
86 O -0.925 -3.708 0.019
87 H 0.291 -5.229 -0.596
88 C -1.543 -2.919 3.160
89 As 0.016 -2.039 2.390
90 C 1.294 -3.453 2.826
91 C 0.473 -0.695 3.765
92 C 0.454 -1.180 5.177
93 C 1.609 -1.677 5.778
94 C 1.583 -2.164 7.076
95 C 0.399 -2.158 7.799
96 C -0.757 -1.658 7.214
97 C -0.727 -1.173 5.917
98 H -1.315 -3.270 4.168
99 H -1.762 -3.766 2.509
100 H -2.402 -2.254 3.171
101 H 1.298 -3.638 3.903
102 H 2.292 -3.185 2.477
103 H 0.967 -4.360 2.314
104 H -0.233 0.126 3.621
105 H 1.462 -0.327 3.488
106 H 2.534 -1.687 5.216
107 H 2.490 -2.549 7.522
108 H 0.376 -2.539 8.812
109 H -1.686 -1.647 7.769
110 H -1.634 -0.794 5.461

These are the Mulliken partial charges, in e, on atoms 1 to 8: Ti -1.21; O -0.11; C 0.40; C -0.61; C -1.00; C -1.28; C 0.24; C -0.33

Number 1: DFT total energy -9394.46171 hartree. Number 2: DFT total energy -4144.61423 hartree. Number 3: DFT total energy -8007.06085 hartree.